1.
The following is a DFT calculation (ωB97M-V/def2-TZVPD) of an isolated molecule of C3H4N2O.

The value obtained for the LUMO energy is 0.1 eV. As for the HOMO-LUMO gap: 9.04 eV. The SMILES is [H]/N=N/C(O)=C=C.

Geometry (Å):
H1 -0.979 -2.523 -0.589
N1 -0.806 -1.519 -0.459
N2 0.425 -1.373 -0.437
C1 0.882 -0.022 -0.260
O1 2.235 0.068 -0.242
C2 0.014 0.950 -0.137
C3 -1.132 1.564 -0.059
H2 2.560 -0.837 -0.361
H3 -1.639 1.686 0.896
H4 -1.636 1.934 -0.949

Atomic partial charges in e from the Mulliken method, atoms 1 to 5: number 1, H, carries 0.244; number 2, N, carries -0.529; number 3, N, carries -0.039; number 4, C, carries 0.025; number 5, O, carries -0.511

***

2.
The following is a DFT calculation (ωB97M-V/def2-TZVPD) of an isolated molecule of C3H4N2O.

The value obtained for the LUMO energy is 0.7 eV. As for the HOMO-LUMO gap: 11.37 eV. The SMILES is [H]/N=C/OCC#N.

Geometry (Å):
H1 2.848 -0.654 0.661
N1 2.404 -0.101 -0.068
C1 1.158 -0.132 0.098
O1 0.357 0.505 -0.795
C2 -1.027 0.608 -0.546
C3 -1.579 -0.437 0.340
N2 -1.992 -1.253 1.047
H2 0.623 -0.659 0.895
H3 -1.528 0.533 -1.514
H4 -1.265 1.590 -0.117

Atomic partial charges in e from the Mulliken method, atoms 1 to 5: number 1, H, carries 0.276; number 2, N, carries -0.555; number 3, C, carries 0.144; number 4, O, carries -0.354; number 5, C, carries -0.178

***

3.
The following is a DFT calculation (ωB97M-V/def2-TZVPD) of a 2-piece molecular cluster, C3H4N2O overall.

The value obtained for the LUMO energy (spin up / spin down) is 0.5 / 0.5 eV. As for the HOMO-LUMO gap (spin up / spin down): 9.45 / 9.45 eV. The SMILES is NC#[N+][O-].C#C.

Geometry (Å):
N1 -1.991 -0.292 -0.094
C1 -0.675 -0.590 -0.009
N2 0.135 -1.486 0.078
O1 1.340 -1.684 0.157
H1 -2.374 0.209 0.698
H2 -2.286 0.105 -0.978
C2 1.939 0.564 0.088
C3 0.853 1.111 -0.008
H3 2.926 0.168 0.170
H4 0.132 1.895 -0.101

Atomic partial charges in e from the Mulliken method, atoms 1 to 5: number 1, N, carries -0.430; number 2, C, carries 0.199; number 3, N, carries 0.277; number 4, O, carries -0.558; number 5, H, carries 0.275

***

4.
The following is a DFT calculation (ωB97M-V/def2-TZVPD) of an isolated molecule of C3H4N2O.

The value obtained for the LUMO energy is 0.8 eV. As for the HOMO-LUMO gap: 11.79 eV. The SMILES is [H]/N=C/OCC#N.

Geometry (Å):
H1 2.442 0.643 0.961
N1 1.565 0.590 0.453
C1 1.183 -0.601 0.288
O1 0.049 -0.930 -0.373
C2 -0.794 0.164 -0.722
C3 -1.906 0.268 0.241
N2 -2.784 0.334 0.989
H2 1.670 -1.522 0.611
H3 -1.211 -0.037 -1.710
H4 -0.213 1.090 -0.737

Atomic partial charges in e from the Mulliken method, atoms 1 to 5: number 1, H, carries 0.242; number 2, N, carries -0.604; number 3, C, carries 0.126; number 4, O, carries -0.343; number 5, C, carries -0.256

***

Relative to the most stable one, in kcal/mol, the structures come out at 1 57.0; 2 6.6; 3 109.8; 4 0.0.

***

1.
The following is a DFT calculation (ωB97M-V/def2-TZVPD) of an isolated molecule of C3H4N2O.

The value obtained for the LUMO energy is -0.4 eV. As for the HOMO-LUMO gap: 8.25 eV. The SMILES is C=C1N=C1ON.

Geometry (Å):
C1 0.463 -1.620 0.073
C2 0.865 -0.378 -0.063
N1 2.077 0.254 -0.038
C3 1.136 1.099 -0.254
O1 -0.157 1.618 -0.294
N2 -1.339 0.855 0.096
H1 -0.590 -1.870 0.080
H2 1.183 -2.425 0.155
H3 -1.977 1.088 -0.665
H4 -1.661 1.379 0.911

Atomic partial charges in e from the Mulliken method, atoms 1 to 5: number 1, C, carries -0.706; number 2, C, carries 0.222; number 3, N, carries -0.531; number 4, C, carries 0.590; number 5, O, carries -0.272

***

2.
The following is a DFT calculation (ωB97M-V/def2-TZVPD) of an isolated molecule of C3H4N2O.

The value obtained for the LUMO energy is 1.0 eV. As for the HOMO-LUMO gap: 9.42 eV. The SMILES is Nc1cocn1.

Geometry (Å):
N1 -1.742 -0.078 -0.032
C1 -0.471 0.116 -0.206
C2 0.444 1.083 -0.132
O1 1.787 0.561 0.087
C3 1.503 -0.747 -0.016
N2 0.276 -1.105 -0.045
H1 -2.269 0.598 0.280
H2 -2.053 -0.886 0.368
H3 0.188 2.054 -0.032
H4 2.336 -1.597 -0.272

Atomic partial charges in e from the Mulliken method, atoms 1 to 5: number 1, N, carries -0.421; number 2, C, carries 0.573; number 3, C, carries -0.548; number 4, O, carries -0.313; number 5, C, carries 0.126

***

3.
The following is a DFT calculation (ωB97M-V/def2-TZVPD) of an isolated molecule of C3H4N2O.

The value obtained for the LUMO energy is 0.9 eV. As for the HOMO-LUMO gap: 9.94 eV. The SMILES is Nc1cnoc1.

Geometry (Å):
N1 1.595 0.033 -0.399
C1 0.223 0.015 -0.083
C2 -0.591 1.152 0.202
N2 -1.839 0.826 0.400
O1 -1.901 -0.534 0.236
C3 -0.672 -1.005 -0.036
H1 2.173 0.235 0.409
H2 1.904 -0.841 -0.805
H3 -0.296 2.192 0.258
H4 -0.597 -2.073 -0.183

Atomic partial charges in e from the Mulliken method, atoms 1 to 5: number 1, N, carries -0.565; number 2, C, carries 0.625; number 3, C, carries -0.466; number 4, N, carries -0.348; number 5, O, carries -0.185

***

Relative to the most stable one, in kcal/mol, the structures come out at 1 150.5; 2 11.1; 3 0.0.

***

1.
The following is a DFT calculation (ωB97M-V/def2-TZVPD) of an isolated molecule of C3H4N2O.

The value obtained for the LUMO energy is 0.9 eV. As for the HOMO-LUMO gap: 8.98 eV. The SMILES is [H]/N=c1/[nH]cco1.

Geometry (Å):
H1 -2.116 1.207 1.349
N1 -2.060 0.592 0.543
C1 -0.856 0.291 0.289
N2 -0.416 -0.520 -0.734
C2 0.972 -0.611 -0.697
C3 1.372 0.131 0.336
O1 0.274 0.696 0.961
H2 -1.045 -0.950 -1.390
H3 1.537 -1.195 -1.407
H4 2.339 0.358 0.752

Atomic partial charges in e from the Mulliken method, atoms 1 to 5: number 1, H, carries 0.253; number 2, N, carries -0.735; number 3, C, carries 0.459; number 4, N, carries -0.055; number 5, C, carries -0.313

***

2.
The following is a DFT calculation (ωB97M-V/def2-TZVPD) of an isolated molecule of C3H4N2O.

The value obtained for the LUMO energy is 0.5 eV. As for the HOMO-LUMO gap: 8.87 eV.

Geometry (Å):
N1 -0.901 1.176 0.115
C1 -0.764 -0.138 -0.245
O1 -1.526 -1.038 -0.310
C2 1.156 -0.811 0.677
C3 1.007 -0.444 -0.627
N2 0.606 -0.051 -1.688
H1 -1.875 1.448 0.116
H2 -0.297 1.819 -0.376
H3 1.572 -0.109 1.389
H4 1.021 -1.851 0.948

Atomic partial charges in e from the Mulliken method, atoms 1 to 5: number 1, N, carries -0.440; number 2, C, carries 0.669; number 3, O, carries -0.467; number 4, C, carries -0.854; number 5, C, carries 0.523

***

Relative to the most stable one, in kcal/mol, the structures come out at 1 0.0; 2 63.6.

***

1.
The following is a DFT calculation (ωB97M-V/def2-TZVPD) of C3H4N2O as an isolated structure.

The value obtained for the LUMO energy is 0.1 eV. As for the HOMO-LUMO gap: 9.75 eV.

Geometry (Å):
N1 -1.227 1.802 0.682
C1 -0.508 0.909 0.162
O1 -0.504 -0.326 0.773
C2 0.314 -1.392 0.327
C3 1.041 -0.916 -0.871
N2 1.071 0.102 -1.449
H1 -1.126 2.643 0.121
H2 0.229 1.103 -0.941
H3 -0.311 -2.256 0.083
H4 1.022 -1.670 1.114

Atomic partial charges in e from the Mulliken method, atoms 1 to 5: number 1, N, carries -0.586; number 2, C, carries 0.196; number 3, O, carries -0.327; number 4, C, carries -0.191; number 5, C, carries 0.220

***

2.
The following is a DFT calculation (ωB97M-V/def2-TZVPD) of an isolated molecule of C3H4N2O.

The value obtained for the LUMO energy is 0.9 eV. As for the HOMO-LUMO gap: 9.96 eV. The SMILES is Nc1cnoc1.

Geometry (Å):
N1 1.594 0.031 -0.528
C1 0.222 0.017 -0.210
C2 -0.587 1.156 0.075
N2 -1.836 0.835 0.277
O1 -1.904 -0.524 0.113
C3 -0.677 -1.000 -0.161
H1 2.173 0.217 0.283
H2 1.897 -0.837 -0.951
H3 -0.286 2.195 0.131
H4 -0.606 -2.069 -0.307

Atomic partial charges in e from the Mulliken method, atoms 1 to 5: number 1, N, carries -0.565; number 2, C, carries 0.619; number 3, C, carries -0.459; number 4, N, carries -0.349; number 5, O, carries -0.184

***

3.
The following is a DFT calculation (ωB97M-V/def2-TZVPD) of an isolated molecule of C3H4N2O.

The value obtained for the LUMO energy is 0.1 eV. As for the HOMO-LUMO gap: 9.67 eV. The SMILES is Cc1conn1.

Geometry (Å):
C1 -1.431 -0.290 -0.130
C2 -0.010 0.384 0.573
C3 1.154 1.050 0.144
O1 2.038 0.142 -0.259
N1 1.454 -1.118 -0.117
N2 0.383 -0.946 0.475
H1 -1.330 -1.184 -0.812
H2 -2.046 -0.617 0.704
H3 -1.798 0.527 -0.709
H4 1.587 2.053 0.131

Atomic partial charges in e from the Mulliken method, atoms 1 to 5: number 1, C, carries -0.650; number 2, C, carries -0.089; number 3, C, carries -0.116; number 4, O, carries -0.118; number 5, N, carries -0.224

***

Relative to the most stable one, in kcal/mol, the structures come out at 1 38.5; 2 0.0; 3 84.4.